(1)
The molecule C5H8O2, computed with wB97M-V/def2-TZVPD.

Summary:
SMILES ... C[C@@]1(O)OC12CC2
E_HOMO ... -0.3509 hartree
E ... -345.69991 Ha
HOMO-LUMO gap ... 10.517 eV

```
! RIJCOSX wB97M-V def2-TZVPD def2/J DEFGRID3
* xyz 0 1
C 1.798 0.337 -0.583
C 0.828 -0.535 0.186
O 1.138 -1.860 0.135
O 0.220 -0.339 1.620
C -0.501 -0.094 0.454
C -1.851 -0.285 -0.089
C -1.249 1.111 0.100
H 2.672 -0.228 -0.918
H 1.308 0.756 -1.476
H 2.115 1.177 0.029
H 0.623 -2.170 0.900
H -2.662 -0.584 0.562
H -1.901 -0.660 -1.109
H -0.919 1.690 -0.757
H -1.619 1.684 0.945
*
```

***

(2)
A structure of composition C30H20AlN5O7S2, computed with wB97M-V/def2-TZVPD.

Summary:
E_HOMO (spin up / spin down) ... -0.0091 / -0.0091 hartree
E ... -2994.51522 Ha
HOMO-LUMO gap (spin up / spin down) ... 4.135 / 4.136 eV

```
! RIJCOSX wB97M-V def2-TZVPD def2/J DEFGRID3
* xyz -2 1
Al -0.162 0.136 0.178
C 2.702 -4.014 2.036
S 2.243 -4.093 0.289
C 1.464 -2.506 0.055
S 1.938 -1.152 0.966
N 0.615 -2.554 -0.958
N -0.111 -1.422 -1.135
C -0.781 -1.274 -2.214
C -1.611 -0.077 -2.270
C -2.237 0.362 -3.424
C -2.967 1.535 -3.391
C -3.072 2.241 -2.199
C -2.398 1.766 -1.093
N -1.681 0.636 -1.121
H 3.008 -5.028 2.312
H 3.523 -3.318 2.188
H 1.839 -3.706 2.624
H -0.684 -1.965 -3.041
H -2.101 -0.197 -4.341
H -3.431 1.911 -4.293
H -3.634 3.165 -2.136
H -2.392 2.315 -0.159
O -1.350 -2.029 3.279
C -1.202 -1.021 2.603
O -1.072 -1.002 1.326
C -1.232 0.332 3.286
C -1.564 0.369 4.608
C -1.682 1.587 5.285
C -1.519 2.777 4.607
C -1.213 2.761 3.270
C -0.979 1.540 2.551
O -0.515 1.543 1.372
N -1.143 4.072 2.607
O -0.764 5.027 3.259
O -1.451 4.147 1.447
N -2.032 1.615 6.696
O -2.221 2.687 7.232
O -2.095 0.566 7.294
H -1.742 -0.563 5.126
H -1.647 3.720 5.114
C 1.026 1.139 -1.047
C 1.424 1.321 -2.198
C 1.880 1.532 -3.525
C 3.139 0.913 -3.926
C 3.896 1.306 -5.062
C 5.101 0.694 -5.390
C 5.631 -0.326 -4.605
C 4.929 -0.702 -3.457
C 3.725 -0.101 -3.121
C 1.041 2.337 -4.418
C 0.176 3.334 -3.897
C -0.631 4.112 -4.717
C -0.649 3.931 -6.101
C 0.154 2.924 -6.636
C 0.970 2.145 -5.824
H 3.544 2.126 -5.671
H 5.643 1.027 -6.272
H 6.570 -0.803 -4.868
H 5.328 -1.481 -2.813
H 3.196 -0.403 -2.221
H 0.165 3.479 -2.820
H -1.263 4.877 -4.266
H -1.275 4.547 -6.740
H 0.133 2.735 -7.707
H 1.547 1.345 -6.271
*
```

***

(3)
The ion C8H16NO2 with charge +1, computed with wB97M-V/def2-TZVPD.

Summary:
E_HOMO ... -0.4937 hartree
E ... -519.34797 Ha
HOMO-LUMO gap ... 9.700 eV

```
! RIJCOSX wB97M-V def2-TZVPD def2/J DEFGRID3
* xyz 1 1
C -0.144 -1.958 -0.884
C -0.915 -1.029 1.220
C 1.299 -1.367 -1.289
C 0.109 0.125 1.609
C 0.588 0.836 -0.579
C 0.806 -0.211 2.849
C -0.873 2.159 -2.084
C -0.057 2.082 -0.872
N -1.037 -1.117 -0.219
O 0.982 0.109 -1.591
O 1.037 0.475 0.605
H -0.590 -2.439 -1.790
H 0.136 -2.749 -0.187
H -0.401 -1.926 1.627
H -1.824 -0.740 1.774
H 1.999 -1.352 -0.486
H 1.770 -1.940 -2.133
H -0.624 0.988 1.654
H 1.527 0.589 3.002
H 1.296 -1.146 2.745
H 0.053 -0.378 3.627
H -1.478 1.342 -2.378
H -0.340 2.564 -2.942
H -1.426 3.085 -1.929
H -0.679 2.257 0.033
H 0.775 2.847 -0.736
H -1.992 -1.106 -0.648
*
```

***

(4)
The molecule C16H17ClN2O3S, computed with wB97M-V/def2-TZVPD.

Summary:
SMILES ... NS(=O)(=O)c1ccc(CCNC(=O)Cc2ccc(Cl)cc2)cc1
E_HOMO ... -0.3173 hartree
E ... -1813.13921 Ha
HOMO-LUMO gap ... 8.533 eV

```
! RIJCOSX wB97M-V def2-TZVPD def2/J DEFGRID3
* xyz 0 1
N -3.213 -0.947 -1.780
S -3.380 -1.319 -0.240
O -3.915 -0.052 0.374
O -4.211 -2.571 -0.214
C -1.843 -1.745 0.180
C -1.486 -1.036 1.537
C -0.207 -1.245 2.053
C 0.738 -1.868 1.007
C 2.232 -2.184 1.390
C 2.819 -0.650 1.668
N 2.445 0.098 0.549
C 2.556 -0.065 -0.732
O 3.395 -0.810 -1.277
C 1.861 1.004 -1.656
C 0.748 1.750 -1.231
C -0.600 1.312 -0.845
C -1.489 2.027 -0.291
C -1.273 3.224 0.335
Cl -2.531 4.011 1.097
C 0.045 3.911 -0.226
C 1.125 3.049 -0.637
C 0.237 -2.489 -0.117
C -0.989 -2.410 -0.426
H -3.795 -1.529 -2.448
H -3.607 0.141 -1.974
H -2.122 -0.315 2.309
H 0.258 -0.634 2.619
H 2.340 -2.386 2.518
H 2.709 -2.634 0.634
H 2.676 -0.187 2.499
H 4.009 -0.551 1.449
H 1.691 0.818 0.722
H 2.634 1.589 -2.302
H 1.540 0.393 -2.578
H -0.684 0.349 -1.454
H -2.427 1.439 -0.144
H 0.281 4.888 0.374
H 2.035 3.278 -0.735
H 0.862 -3.013 -0.718
H -1.465 -2.640 -1.289
*
```